Below is C22H26ClOPt as an isolated structure at a distorted geometry, with properties calculated with ωB97M-V/def2-TZVPD.

Positions of all 51 atoms, in Å:
Pt: -0.3140 -0.3829 0.7871
C: -1.9393 0.8809 1.4056
C: -1.0489 1.9611 1.0124
C: -1.1633 2.1236 -0.3957
H: -0.5320 2.6288 1.6992
C: -1.9514 1.0830 -0.9255
C: -2.3964 0.2432 0.1575
H: -3.1288 -0.5586 0.1113
H: -2.3329 0.6933 2.3979
H: -0.8210 3.0007 -0.9427
H: -2.2579 0.9866 -1.9662
C: 0.7958 -2.2697 0.3643
C: -0.6400 -2.4271 0.0612
C: -0.8440 -1.8860 -1.2697
H: -1.3306 -3.0392 0.6292
C: 0.4203 -1.5359 -1.8021
C: 1.4192 -1.7340 -0.8201
H: 2.4912 -1.6156 -0.9621
H: 1.2910 -2.7078 1.2272
H: -1.7894 -1.8840 -1.8068
H: 0.6045 -1.2757 -2.8416
O: 1.5088 1.1567 -0.8918
C: 1.8957 1.6404 -2.4937
C: 2.5506 2.8719 -1.8780
C: 0.6304 1.8406 -3.2778
C: 2.8628 0.6404 -3.0817
C: 2.2224 2.3123 -0.4911
H: 2.0297 3.8088 -2.1019
H: 3.6229 2.9476 -2.0799
H: 3.1199 2.0302 0.0838
H: 1.5891 2.9747 0.1174
H: 0.8753 2.1737 -4.2969
H: -0.0071 2.5899 -2.8008
H: 0.0779 0.8956 -3.3362
H: 3.4439 1.1160 -3.8850
H: 2.3160 -0.2101 -3.4977
H: 3.5498 0.2775 -2.3096
Cl: -1.5295 -1.7558 2.9517
C: -0.1443 -1.4596 3.9588
C: -0.1581 -2.0529 5.2216
C: 0.9136 -1.8630 6.0992
C: 1.9964 -1.0749 5.6985
C: 2.0046 -0.4852 4.4411
C: 0.9343 -0.6618 3.5448
C: 1.0373 0.0463 2.2329
H: -1.0115 -2.6605 5.5100
H: 0.8942 -2.3282 7.0827
H: 2.8387 -0.9185 6.3722
H: 2.8472 0.1300 4.1203
H: 1.0079 1.1367 2.3959
H: 2.0256 -0.1524 1.7823

- Max |F|: 3.958 eV/A
- Multiplicity: 5
- Charge: -1
- HOMO level (spin up / spin down): 0.6360 / -4.2838 eV
- Gap between HOMO and LUMO (spin up / spin down): 1.87 / 5.74 eV

---

Below is one molecule with the formula C4H3NOS at a distorted geometry, with properties calculated with ωB97M-V/def2-TZVPD.

Positions of all 10 atoms, in Å:
C: 0.5595 0.4847 -0.5276
C: 0.4691 -0.2552 0.7822
C: 1.4735 -0.2415 1.6508
C: -0.7295 -0.9548 1.1535
H: -1.7482 -0.1733 -0.8812
H: 1.3836 -0.7934 2.6047
H: 2.4069 0.2329 1.3815
N: -1.6739 -1.5086 1.4881
O: 1.6288 0.9772 -0.8209
S: -0.8744 0.5798 -1.5817

- Max |F|: 1.261 eV/A
- SMILES string: C=C(C#N)C(=O)S
- Charge: 0
- HOMO level: -10.6052 eV
- Gap between HOMO and LUMO: 9.80 eV

---

Below is one molecule with the formula C28H32N6O2 at a distorted geometry, with properties calculated with ωB97M-V/def2-TZVPD.

Positions of all 68 atoms, in Å:
C: 1.5386 -1.2627 4.2537
H: 1.7017 -2.0231 3.4839
O: 0.1699 -1.1086 4.5488
C: -0.6602 -0.6878 3.5530
C: -0.2536 -0.3965 2.2561
C: -1.1639 0.0439 1.3103
C: -2.5127 0.1960 1.6498
C: -2.9182 -0.1130 2.9430
C: -2.0045 -0.5486 3.8821
H: -2.3198 -0.7848 4.8859
H: -3.9512 -0.0148 3.2352
O: -3.3444 0.6567 0.6674
C: -4.7162 0.7677 0.9524
H: -5.1790 1.1241 0.0331
H: -5.1509 -0.1998 1.2221
H: -4.9064 1.4878 1.7550
C: -0.7547 0.3357 -0.1183
C: 0.6503 0.8362 -0.2107
N: 1.7560 0.2283 0.1672
N: 2.7656 1.0256 -0.1509
N: 2.3542 2.0858 -0.7035
N: 1.0190 2.0186 -0.7724
C: 0.2564 3.1246 -1.2708
H: -0.7527 2.7824 -1.5111
H: 0.7465 3.4828 -2.1804
C: 0.2090 4.2508 -0.2253
C: -0.4234 3.7750 1.0541
C: 0.3571 3.2219 2.0615
C: -0.2236 2.7689 3.2326
C: -1.5914 2.8708 3.4132
C: -2.3768 3.4146 2.4119
C: -1.7978 3.8559 1.2364
H: -2.4154 4.2815 0.4577
H: -3.4444 3.5050 2.5499
H: -2.0414 2.5279 4.3321
H: 0.3930 2.3448 4.0105
H: 1.4293 3.1584 1.9346
H: 1.2310 4.5844 -0.0353
H: -0.3590 5.0821 -0.6453
N: -1.0662 -0.8056 -0.9653
C: -0.9819 -0.5954 -2.3914
C: 0.4005 -0.8924 -2.9970
N: 0.7617 -2.2493 -2.6588
C: 1.6422 -2.9574 -3.4673
C: 2.3791 -2.3535 -4.4892
C: 3.1878 -3.1060 -5.3205
C: 3.2928 -4.4750 -5.1558
C: 2.5697 -5.0864 -4.1443
C: 1.7543 -4.3443 -3.3160
H: 1.1799 -4.8474 -2.5528
H: 2.6342 -6.1563 -4.0057
H: 3.9281 -5.0583 -5.8049
H: 3.7506 -2.6106 -6.0990
H: 2.3428 -1.2842 -4.6307
C: 0.8033 -2.4395 -1.2191
C: -0.5689 -2.1190 -0.6150
H: -0.5290 -2.2091 0.4700
H: -1.2996 -2.8404 -1.0000
H: 1.0673 -3.4698 -0.9883
H: 1.5621 -1.7829 -0.7682
H: 0.3250 -0.7970 -4.0815
H: 1.1476 -0.1668 -2.6336
H: -1.2837 0.4272 -2.6297
H: -1.6996 -1.2819 -2.8556
H: -1.4160 1.1393 -0.4681
H: 0.7768 -0.5065 1.9588
H: 2.0046 -1.5846 5.1837
H: 1.9901 -0.3205 3.9282

- Max |F|: 1.582 eV/A
- SMILES string: COc1ccc(OC)c([C@@H](c2nnnn2CCc2ccccc2)N2CCN(c3ccccc3)CC2)c1
- Charge: 0
- HOMO level: -7.4846 eV
- Gap between HOMO and LUMO: 8.04 eV

---

Below is a 6-piece molecular cluster, C35H77BBrF3NO12PS2Si overall at a distorted geometry, with properties calculated with ωB97M-V/def2-TZVPD.

Positions of all 134 atoms, in Å:
C: -4.2562 3.0553 1.4384
C: -2.7396 3.0399 1.2136
S: -2.3412 1.3511 0.7030
C: -0.7448 1.5092 -0.1612
C: -0.7187 1.6433 -1.6975
C: 0.4811 2.5767 -2.0041
C: 1.7458 2.2901 -1.1576
O: 1.8683 3.2931 -0.1516
Si: 2.8031 2.9214 1.1936
C: 1.6940 2.3564 2.6119
C: 3.6844 4.4779 1.7461
C: 4.0897 1.5896 0.8357
C: -0.6164 0.3136 -2.4939
C: 0.7885 -0.2970 -2.5133
C: 1.0346 -1.3567 -3.6192
C: 2.5009 -1.5027 -3.9057
F: 2.9788 -0.8958 -5.0292
C: 3.3703 -2.2489 -3.1961
F: 3.5544 -2.1984 -1.8714
F: 4.2013 -3.1432 -3.7664
C: -1.7556 -0.7129 -2.2698
C: -2.0860 -1.5191 -3.5670
C: -1.8455 -3.0412 -3.6350
C: -3.1370 -3.8709 -3.4651
C: -3.4760 -4.2860 -2.0370
N: -4.4901 -3.4447 -1.3929
C: -5.7230 -3.3083 -2.1665
C: -4.7484 -3.8716 -0.0742
C: -5.3502 -2.8523 0.8674
O: -4.5083 -4.9998 0.3192
B: -1.5626 -1.6167 -0.9382
O: -2.5647 -1.6163 0.0011
C: -0.3368 -2.5556 -0.5826
C: 0.3609 -2.1555 0.7399
O: -3.0484 -0.0221 -1.9525
S: -3.3397 1.3081 -2.7050
O: -3.4809 1.1597 -4.1212
O: -4.5039 1.8936 -2.0899
C: -1.9769 2.4043 -2.2682
P: -1.6415 3.6205 -3.6586
O: -3.1725 4.1006 -3.9758
Br: -1.0623 2.5131 -5.5223
H: -4.6054 4.0685 1.6198
H: -4.4946 2.3757 2.2549
H: -4.7527 2.6638 0.5511
H: -2.4967 3.7913 0.4650
H: -2.2633 3.2907 2.1563
H: -0.1871 0.6132 0.1034
H: -0.2910 2.3643 0.3271
H: 0.7928 2.4967 -3.0437
H: 0.2409 3.5992 -1.7310
H: 1.7715 1.2751 -0.7647
H: 2.6137 2.3817 -1.8166
H: 2.1017 1.4318 3.0221
H: 0.6662 2.1707 2.3043
H: 1.6720 3.1059 3.4007
H: 4.4401 4.1792 2.4728
H: 4.1464 5.0325 0.9333
H: 3.0062 5.1396 2.2825
H: 4.8438 1.6420 1.6161
H: 3.6031 0.6161 0.8341
H: 4.5418 1.7767 -0.1362
H: -0.7382 0.6390 -3.5338
H: 1.5142 0.4671 -2.7785
H: 1.1082 -0.6680 -1.5410
H: 0.6872 -2.3437 -3.3434
H: 0.5808 -0.9954 -4.5382
H: -3.1099 -1.3425 -3.8724
H: -1.4989 -1.0664 -4.3648
H: -1.0172 -3.4400 -3.0566
H: -1.5674 -3.2467 -4.6715
H: -2.9647 -4.7838 -4.0344
H: -3.9295 -3.3416 -3.9849
H: -2.5698 -4.2634 -1.4354
H: -3.8086 -5.3287 -2.0364
H: -5.5387 -2.6408 -3.0033
H: -6.4604 -2.7917 -1.5602
H: -6.1165 -4.2601 -2.5329
H: -6.4096 -2.7224 0.6582
H: -5.2477 -3.2491 1.8718
H: -4.8248 -1.9041 0.8153
H: -2.2293 -1.2981 0.8481
H: 0.4393 -2.6583 -1.3354
H: -0.7466 -3.5493 -0.4073
H: 0.7274 -1.1293 0.6961
H: 1.2293 -2.7885 0.9068
H: -0.3080 -2.2609 1.5909
H: -2.3749 3.0320 -1.4728
H: -3.7739 3.8599 -3.2561
C: 1.5322 -6.9520 -1.0127
C: 0.3207 -6.0778 -1.2768
O: 0.4301 -5.4081 -2.5331
H: 2.4435 -6.3530 -1.0301
H: 1.4551 -7.4468 -0.0437
H: 1.6320 -7.7177 -1.7855
H: 0.2355 -5.3062 -0.5164
H: -0.5957 -6.6768 -1.2619
H: 0.4985 -6.0805 -3.2170
C: 8.3295 -3.3435 -1.9940
C: 8.2741 -2.6753 -3.3561
O: 7.3059 -3.2882 -4.2003
H: 8.5654 -4.4026 -2.1009
H: 9.0838 -2.8780 -1.3574
H: 7.3616 -3.2743 -1.4912
H: 9.2339 -2.7614 -3.8631
H: 8.0368 -1.6109 -3.2488
H: 6.4495 -3.2082 -3.7701
C: -4.5252 0.0440 5.8081
C: -4.3668 1.0798 4.7107
O: -4.7317 0.5544 3.4368
H: -3.9138 -0.8326 5.5926
H: -4.2293 0.4493 6.7768
H: -5.5628 -0.2911 5.8756
H: -3.3278 1.3986 4.6314
H: -4.9814 1.9613 4.9256
H: -5.6518 0.2780 3.4821
C: 0.0350 4.8545 5.2086
C: -0.1764 5.4724 3.8391
O: -1.4579 5.1400 3.3056
H: -0.0605 3.7693 5.1537
H: 1.0225 5.0999 5.6019
H: -0.7183 5.2134 5.9143
H: 0.5638 5.0977 3.1331
H: -0.0811 6.5618 3.8924
H: -2.1246 5.4795 3.9097
C: 6.0765 4.6467 5.6043
C: 4.7106 4.2710 6.1479
O: 3.9352 3.5724 5.1754
H: 5.9727 5.2674 4.7136
H: 6.6585 5.1935 6.3472
H: 6.6361 3.7534 5.3159
H: 4.1471 5.1630 6.4166
H: 4.8128 3.6472 7.0420
H: 4.4162 2.7744 4.9384

- Max |F|: 2.137 eV/A
- SMILES string: CCSC[C@@]1(CCO[Si](C)(C)C)[C@@H](CCC(F)=C(F)F)[C@@](CCCCN(C)C(C)=O)(B(O)CC)OS(=O)(=O)[C@@H]1P(O)Br.CCO.CCO.CCO.CCO.CCO
- Charge: 0
- HOMO level: -8.4348 eV
- Gap between HOMO and LUMO: 8.72 eV